Entry 1:
{"formula": "C52H63IIrNO4P2S2Si", "method": "ωB97M-V/def2-TZVPD", "species": ["Ir", "C", "Si", "C", "C", "C", "C", "C", "C", "P", "C", "C", "C", "C", "C", "C", "C", "C", "C", "C", "C", "C", "C", "C", "C", "C", "C", "C", "P", "C", "C", "C", "C", "C", "C", "C", "C", "C", "C", "C", "C", "H", "H", "H", "H", "H", "H", "H", "H", "H", "H", "H", "H", "H", "H", "H", "H", "H", "H", "H", "H", "H", "H", "H", "H", "H", "H", "H", "H", "H", "H", "H", "H", "H", "H", "H", "H", "H", "H", "H", "H", "H", "H", "H", "H", "H", "H", "H", "H", "H", "H", "H", "H", "H", "H", "H", "O", "C", "O", "C", "C", "C", "C", "C", "C", "S", "H", "H", "H", "H", "I", "C", "C", "C", "C", "C", "C", "C", "O", "O", "H", "H", "H", "H", "S", "C", "N"], "xyz": [[-0.538, -0.623, -0.360], [-2.168, -3.588, 0.946], [-1.560, -1.859, 1.308], [-2.947, -0.700, 1.724], [-3.818, -0.693, 2.768], [-4.845, 0.283, 2.881], [-5.034, 1.201, 1.839], [-4.259, 1.187, 0.711], [-3.024, 0.353, 0.632], [-1.371, 1.291, 0.752], [-1.526, 1.898, 2.485], [-0.202, 1.899, 3.272], [-0.457, 2.194, 4.751], [-1.205, 3.516, 4.919], [-2.503, 3.508, 4.114], [-2.239, 3.247, 2.629], [-1.320, 2.534, -0.569], [0.135, 3.091, -0.684], [0.203, 4.562, -0.286], [-0.636, 5.411, -1.254], [-1.892, 4.647, -1.717], [-2.362, 3.658, -0.649], [-0.314, -1.953, 2.727], [-0.672, -2.251, 4.052], [0.270, -2.245, 5.067], [1.600, -1.971, 4.767], [1.976, -1.692, 3.464], [1.029, -1.665, 2.437], [1.433, -1.207, 0.698], [2.760, 0.057, 0.680], [2.396, 1.254, 1.561], [3.406, 2.392, 1.425], [4.818, 1.894, 1.716], [5.163, 0.771, 0.744], [4.206, -0.412, 0.912], [2.316, -2.675, -0.038], [2.960, -3.622, 1.000], [3.312, -4.992, 0.380], [3.628, -4.857, -1.106], [2.380, -4.381, -1.870], [1.463, -3.504, -0.991], [-2.941, -3.886, 1.663], [-1.345, -4.308, 1.002], [-2.608, -3.640, -0.055], [-3.731, -1.450, 3.543], [-5.495, 0.295, 3.748], [-5.868, 1.894, 1.885], [-4.425, 1.923, -0.059], [-2.145, 1.122, 2.938], [0.478, 2.654, 2.861], [0.271, 0.924, 3.169], [0.492, 2.223, 5.295], [-1.054, 1.378, 5.176], [-0.569, 4.335, 4.564], [-1.417, 3.701, 5.974], [-3.028, 4.459, 4.232], [-3.161, 2.719, 4.497], [-1.607, 4.045, 2.226], [-3.179, 3.241, 2.085], [-1.474, 1.880, -1.448], [0.466, 2.974, -1.714], [0.833, 2.507, -0.078], [1.242, 4.901, -0.291], [-0.164, 4.689, 0.742], [-0.031, 5.670, -2.125], [-0.922, 6.348, -0.766], [-1.680, 4.086, -2.631], [-2.698, 5.346, -1.948], [-3.330, 3.256, -0.936], [-2.490, 4.184, 0.301], [-1.708, -2.480, 4.288], [-0.025, -2.453, 6.090], [2.347, -1.968, 5.553], [3.019, -1.489, 3.256], [2.696, 0.392, -0.371], [2.327, 0.959, 2.614], [1.415, 1.608, 1.253], [3.136, 3.206, 2.106], [3.368, 2.784, 0.403], [4.867, 1.513, 2.745], [5.540, 2.710, 1.634], [6.192, 0.432, 0.889], [5.075, 1.146, -0.281], [4.351, -0.840, 1.909], [4.476, -1.179, 0.184], [3.095, -2.209, -0.646], [2.271, -3.779, 1.831], [3.862, -3.162, 1.414], [2.466, -5.679, 0.498], [4.155, -5.435, 0.912], [3.980, -5.809, -1.508], [4.444, -4.139, -1.235], [1.817, -5.248, -2.231], [2.683, -3.805, -2.748], [0.770, -4.131, -0.415], [0.865, -2.863, -1.623], [2.668, 1.053, -2.155], [1.475, 0.974, -2.546], [0.523, 0.463, -1.895], [1.118, 1.541, -3.906], [2.160, 2.253, -4.512], [2.035, 2.864, -5.748], [0.818, 2.753, -6.410], [-0.226, 2.046, -5.840], [-0.150, 1.413, -4.572], [-1.610, 0.566, -4.056], [3.089, 2.311, -3.962], [2.862, 3.413, -6.189], [0.683, 3.220, -7.383], [-1.167, 1.957, -6.370], [-2.130, -6.920, -6.868], [-2.106, -5.389, -5.457], [-0.948, -5.147, -4.736], [-0.939, -4.106, -3.819], [-2.069, -3.340, -3.621], [-3.216, -3.588, -4.341], [-3.242, -4.620, -5.272], [-2.018, -2.261, -2.578], [-3.180, -1.680, -2.451], [-1.015, -2.024, -1.965], [-0.068, -5.757, -4.883], [-0.046, -3.876, -3.250], [-4.092, -2.973, -4.180], [-4.139, -4.818, -5.840], [-5.268, -0.704, -1.344], [-3.592, -0.823, -1.409], [-2.676, -0.307, -0.653]], "gap_ev": [5.20, 4.58], "e_above_lowest_ev": 0.643, "mol_weight_g_mol": 1239.4, "homo_ev": [-3.26, -3.26], "max_force_ha_per_bohr": 0.04420, "spin_multiplicity": 2, "charge": -1}

=====

Entry 2:
{"formula": "C52H64B2BeF8N8O4", "method": "ωB97M-V/def2-TZVPD", "species": ["Be", "B", "F", "F", "F", "F", "B", "F", "F", "F", "F", "N", "C", "C", "C", "C", "C", "H", "H", "H", "H", "H", "N", "C", "C", "C", "C", "C", "H", "H", "H", "H", "H", "N", "C", "C", "C", "C", "C", "H", "H", "H", "H", "H", "N", "C", "C", "C", "C", "C", "H", "H", "H", "H", "H", "N", "C", "C", "C", "C", "C", "H", "H", "H", "H", "H", "N", "C", "C", "C", "C", "C", "H", "H", "H", "H", "H", "N", "C", "C", "C", "C", "C", "H", "H", "H", "H", "H", "N", "C", "C", "C", "C", "C", "H", "H", "H", "H", "H", "C", "C", "O", "C", "H", "H", "H", "H", "H", "H", "C", "C", "O", "C", "H", "H", "H", "H", "H", "H", "C", "C", "O", "C", "H", "H", "H", "H", "H", "H", "C", "C", "O", "C", "H", "H", "H", "H", "H", "H"], "xyz": [[-8.829, -4.410, -11.653], [-5.988, -3.526, -11.548], [-6.593, -4.432, -10.645], [-5.189, -4.180, -12.432], [-7.033, -3.111, -12.268], [-5.379, -2.583, -10.844], [-11.829, -4.919, -11.480], [-11.553, -4.874, -10.126], [-11.663, -3.730, -12.098], [-10.994, -5.866, -12.027], [-13.181, -5.258, -11.593], [-2.184, -6.446, -8.978], [-0.977, -6.458, -8.351], [0.104, -7.118, -8.871], [-0.010, -7.851, -10.080], [-1.258, -7.911, -10.702], [-2.284, -7.139, -10.150], [-0.791, -5.739, -7.567], [1.035, -6.945, -8.353], [0.777, -8.460, -10.500], [-1.444, -8.544, -11.558], [-3.247, -7.152, -10.638], [-9.558, -4.422, -14.235], [-10.847, -4.429, -14.775], [-11.077, -4.407, -16.138], [-10.021, -4.453, -17.063], [-8.741, -4.349, -16.527], [-8.532, -4.406, -15.133], [-11.729, -4.607, -14.178], [-12.073, -4.439, -16.556], [-10.196, -4.518, -18.126], [-7.975, -4.215, -17.276], [-7.522, -4.378, -14.752], [-9.129, -2.747, -9.639], [-8.060, -2.668, -8.759], [-8.172, -2.113, -7.488], [-9.346, -1.573, -6.978], [-10.420, -1.637, -7.897], [-10.284, -2.099, -9.237], [-7.128, -3.153, -9.011], [-7.318, -2.266, -6.845], [-9.420, -1.115, -6.002], [-11.410, -1.310, -7.614], [-11.224, -2.132, -9.768], [-7.667, -6.606, -12.593], [-8.335, -7.439, -13.465], [-7.681, -8.535, -13.975], [-6.309, -8.878, -13.685], [-5.705, -8.074, -12.769], [-6.346, -6.954, -12.255], [-9.301, -7.096, -13.806], [-8.234, -9.232, -14.588], [-6.012, -9.862, -14.015], [-4.702, -8.357, -12.487], [-5.777, -6.357, -11.558], [-4.072, -1.452, -17.482], [-4.817, -1.343, -16.367], [-5.016, -2.420, -15.446], [-4.482, -3.672, -15.829], [-3.777, -3.759, -16.979], [-3.568, -2.636, -17.794], [-5.167, -0.324, -16.297], [-5.410, -2.352, -14.443], [-4.746, -4.638, -15.424], [-3.465, -4.760, -17.239], [-2.998, -2.658, -18.712], [-4.398, -6.137, -2.934], [-3.796, -6.040, -4.229], [-4.653, -5.998, -5.367], [-6.026, -6.043, -5.239], [-6.575, -6.227, -3.940], [-5.706, -6.298, -2.849], [-2.724, -6.019, -4.360], [-4.199, -6.016, -6.347], [-6.690, -5.854, -6.069], [-7.648, -6.248, -3.827], [-6.243, -6.295, -1.912], [-4.604, 2.819, -10.555], [-4.470, 1.539, -10.111], [-5.041, 0.445, -10.740], [-5.772, 0.717, -11.939], [-5.943, 2.026, -12.460], [-5.316, 3.028, -11.712], [-4.086, 1.443, -9.106], [-4.935, -0.547, -10.326], [-6.008, -0.104, -12.600], [-6.540, 2.170, -13.349], [-5.310, 3.990, -12.202], [-8.644, -6.148, -9.711], [-9.513, -7.141, -9.779], [-9.380, -8.318, -9.046], [-8.371, -8.441, -8.148], [-7.499, -7.410, -7.948], [-7.701, -6.271, -8.727], [-10.336, -7.185, -10.476], [-10.131, -9.095, -9.075], [-8.088, -9.372, -7.679], [-6.847, -7.557, -7.099], [-7.105, -5.375, -8.636], [-11.143, -1.031, -13.969], [-10.045, -1.030, -12.820], [-9.531, -2.064, -12.412], [-9.558, 0.352, -12.373], [-12.037, -0.735, -13.420], [-11.230, -2.039, -14.376], [-10.890, -0.252, -14.688], [-9.059, 0.088, -11.440], [-10.438, 0.994, -12.338], [-8.949, 0.599, -13.242], [-0.636, -2.797, -9.855], [0.057, -1.604, -10.544], [1.025, -1.729, -11.329], [-0.201, -0.178, -10.156], [-1.692, -2.685, -10.098], [-0.421, -2.667, -8.795], [-0.281, -3.791, -10.131], [-1.188, -0.029, -10.593], [0.407, 0.553, -10.690], [-0.259, 0.025, -9.087], [-3.201, -0.938, -6.839], [-4.050, -2.177, -6.840], [-4.648, -2.634, -5.882], [-4.073, -2.945, -8.167], [-3.863, -0.073, -6.796], [-2.352, -0.910, -7.523], [-2.802, -0.879, -5.826], [-4.971, -3.550, -8.041], [-3.268, -3.676, -8.245], [-4.061, -2.255, -9.010], [-1.940, -3.401, -13.361], [-0.964, -4.408, -13.990], [-1.376, -5.369, -14.662], [0.479, -4.409, -13.575], [-1.495, -2.696, -12.659], [-2.757, -3.798, -12.759], [-2.369, -2.807, -14.168], [0.685, -5.309, -12.996], [0.836, -3.567, -12.982], [1.110, -4.511, -14.458]], "gap_ev": 8.67, "mol_weight_g_mol": 1047.8, "homo_ev": -9.34, "max_force_ha_per_bohr": 0.08996}

=====

Entry 3:
{"formula": "C52H70GeN3O3P2SSc", "method": "ωB97M-V/def2-TZVPD", "species": ["Sc", "C", "C", "C", "C", "O", "Ge", "O", "C", "C", "C", "C", "O", "C", "C", "C", "C", "H", "H", "H", "H", "H", "H", "H", "H", "H", "H", "H", "H", "H", "H", "H", "H", "H", "H", "H", "H", "H", "H", "H", "H", "H", "H", "H", "C", "C", "P", "C", "C", "C", "C", "C", "C", "C", "C", "C", "C", "C", "C", "P", "C", "C", "C", "C", "C", "C", "C", "C", "C", "C", "C", "C", "H", "H", "H", "H", "H", "H", "H", "H", "H", "H", "H", "H", "H", "H", "H", "H", "H", "H", "H", "H", "H", "H", "H", "H", "C", "N", "C", "C", "N", "C", "S", "C", "C", "C", "C", "C", "N", "H", "H", "H", "H", "H", "H", "H", "H", "H", "C", "C", "C", "C", "C", "H", "H", "H", "H", "H", "H", "H", "H", "H", "H"], "xyz": [[-1.631, -0.435, 0.456], [-1.409, 3.320, 2.409], [-2.133, 2.005, 2.657], [-2.343, 1.797, 4.153], [-3.473, 1.987, 1.949], [-1.343, 0.884, 2.116], [-0.065, 0.106, 3.335], [-2.012, -1.908, 1.626], [-2.938, -2.675, 2.369], [-4.311, -2.028, 2.323], [-3.017, -4.075, 1.768], [-2.450, -2.756, 3.815], [1.110, 1.463, 2.988], [2.211, 1.775, 3.854], [2.922, 2.959, 3.208], [1.705, 2.163, 5.239], [3.159, 0.584, 3.947], [-1.972, 4.132, 2.876], [-1.339, 3.533, 1.345], [-0.407, 3.292, 2.831], [-3.025, 2.563, 4.526], [-1.415, 1.907, 4.721], [-2.787, 0.821, 4.363], [-4.052, 2.874, 2.213], [-4.051, 1.104, 2.223], [-3.329, 1.991, 0.869], [-4.675, -1.988, 1.298], [-4.261, -1.009, 2.711], [-5.029, -2.589, 2.925], [-3.279, -4.009, 0.707], [-3.774, -4.679, 2.271], [-2.057, -4.581, 1.868], [-2.419, -1.760, 4.260], [-1.439, -3.173, 3.846], [-3.103, -3.383, 4.423], [2.245, 3.812, 3.136], [3.251, 2.695, 2.202], [3.794, 3.259, 3.791], [1.009, 3.001, 5.164], [2.534, 2.469, 5.880], [1.198, 1.329, 5.731], [3.500, 0.284, 2.954], [2.656, -0.273, 4.405], [4.029, 0.826, 4.559], [1.640, 2.092, -0.390], [2.852, 1.140, -0.572], [2.668, -0.405, -1.605], [3.673, -1.607, -0.624], [4.617, -1.274, 0.347], [5.267, -2.260, 1.077], [4.993, -3.601, 0.844], [4.081, -3.950, -0.142], [3.432, -2.958, -0.866], [3.831, -0.132, -2.999], [3.395, -0.527, -4.261], [4.215, -0.388, -5.373], [5.481, 0.157, -5.233], [5.930, 0.552, -3.977], [5.113, 0.400, -2.868], [0.042, 1.733, -1.225], [-0.843, 3.334, -1.097], [-0.228, 4.579, -0.995], [-0.991, 5.735, -0.938], [-2.377, 5.666, -1.008], [-2.998, 4.435, -1.139], [-2.233, 3.278, -1.177], [0.428, 1.836, -3.015], [1.651, 2.295, -3.495], [1.868, 2.440, -4.858], [0.862, 2.133, -5.760], [-0.371, 1.695, -5.293], [-0.585, 1.552, -3.932], [1.958, 3.101, -0.654], [1.366, 2.133, 0.669], [3.145, 0.804, 0.422], [3.697, 1.714, -0.953], [4.862, -0.239, 0.546], [5.998, -1.979, 1.825], [5.504, -4.368, 1.412], [3.881, -4.994, -0.352], [2.725, -3.233, -1.640], [2.393, -0.928, -4.372], [3.860, -0.695, -6.349], [6.123, 0.272, -6.097], [6.923, 0.967, -3.864], [5.488, 0.691, -1.893], [0.850, 4.667, -0.954], [-0.502, 6.696, -0.846], [-2.967, 6.573, -0.965], [-4.077, 4.370, -1.205], [-2.719, 2.312, -1.261], [2.451, 2.547, -2.811], [2.831, 2.787, -5.212], [1.031, 2.247, -6.823], [-1.172, 1.483, -5.990], [-1.571, 1.261, -3.579], [1.951, -3.015, 3.456], [1.181, -3.476, 2.308], [0.915, -4.800, 2.022], [0.311, -4.835, 0.825], [0.207, -3.525, 0.379], [0.744, -2.695, 1.310], [0.995, -1.000, 1.239], [-0.141, -3.189, -0.959], [0.157, -4.116, -1.949], [-0.069, -3.772, -3.268], [-0.535, -2.500, -3.548], [-0.801, -1.656, -2.491], [-0.660, -1.992, -1.202], [2.165, -3.876, 4.083], [1.372, -2.291, 4.023], [2.882, -2.567, 3.110], [1.153, -5.589, 2.712], [-0.109, -5.661, 0.281], [0.605, -5.065, -1.698], [0.152, -4.475, -4.059], [-0.685, -2.153, -4.560], [-1.142, -0.654, -2.679], [-4.856, 0.887, -2.628], [-4.679, -0.052, -1.424], [-5.036, -1.476, -1.890], [-5.657, 0.388, -0.331], [-3.239, -0.075, -0.960], [-5.882, 0.856, -2.999], [-4.193, 0.595, -3.447], [-4.632, 1.924, -2.364], [-6.072, -1.510, -2.239], [-4.924, -2.206, -1.085], [-4.392, -1.785, -2.717], [-6.667, 0.480, -0.739], [-5.375, 1.359, 0.075], [-5.694, -0.324, 0.491], [-2.626, 0.092, -1.865]], "gap_ev": [6.98, 8.05], "e_above_lowest_ev": 0.000, "mol_weight_g_mol": 996.7, "homo_ev": [-9.42, -10.51], "max_force_ha_per_bohr": 0.01150, "spin_multiplicity": 2, "charge": 1}